The following is a DFT calculation (ωB97M-V/def2-TZVPD) of an isolated molecule of C7H7NO3.

Structure (XYZ):
```
18
Properties=species:S:1:pos:R:3
H 0.9337 -1.8086 -0.3217
C -2.9245 -1.2502 0.3298
C -0.6208 -0.3801 -0.2302
O -1.6285 -1.2730 -0.4172
O -2.1175 1.4585 -0.4109
H 4.3085 -1.2319 0.0402
H -3.4366 -2.2753 0.0760
H -2.6497 -1.2516 1.4296
C -0.9892 1.0856 -0.1370
C 0.1370 2.0542 0.0415
O 3.3705 -1.2855 -0.1632
C 0.7032 -0.7617 -0.2030
N 3.0451 0.0636 -0.0371
C 1.7838 0.2225 -0.1062
H -3.4495 -0.4394 -0.1854
H 2.2689 2.3569 0.2145
C 1.4349 1.6417 0.0622
H -0.1693 3.0743 0.0184
```

The SMILES is COC1=C/C(=N\O)C=CC1=O. The LUMO energy comes out at -0.03294 Eh. The gap between HOMO and LUMO is 0.297 Eh. The highest occupied orbital energy is -8.985 eV.

Results of the Mulliken charge analysis, in e, for atoms 1 through 8: H 0.43; C -0.62; C 0.25; O -0.44; O -0.56; H 0.37; H 0.19; H 0.27

The following is a DFT calculation (ωB97M-V/def2-TZVPD) of an isolated molecule of C7H7NO3.

Structure (XYZ):
```
18
Properties=species:S:1:pos:R:3
H 0.8501 -1.1248 0.7724
H -3.2999 2.3925 1.4744
C 1.4666 -1.1231 -1.2935
O -2.7753 -0.2592 0.1040
C 2.5805 -1.7835 -1.0241
C 0.6112 -0.7414 -0.2211
H 1.1747 -0.7971 -2.2932
N -0.2275 0.8644 -1.5601
O -0.7233 1.9853 -1.7072
C -0.1872 0.3617 -0.2931
H -2.3153 1.6810 2.7579
H 4.5944 -2.6082 -0.6823
C 3.8531 -1.8407 -0.8130
H 4.3336 -0.8650 -0.7374
O -0.9128 0.9032 0.7443
C -2.9745 1.4853 1.8673
C -2.2122 0.5977 0.7693
H -3.8362 0.8720 2.1353
```

The SMILES is C=C=C/C=C(\N=O)OC(C)=O. The LUMO energy (spin up / spin down) comes out at -0.04216 / -0.04214 Eh. The gap between HOMO and LUMO (spin up / spin down) is 0.293 / 0.293 Eh. The highest occupied orbital energy (spin up / spin down) is -9.120 / -9.119 eV.

Results of the Mulliken charge analysis, in e, for atoms 1 through 8: H 0.37; H 0.30; C -0.02; O -0.52; C -0.09; C -0.28; H 0.41; N 0.02

The following is a DFT calculation (ωB97M-V/def2-TZVPD) of an isolated molecule of C7H7NO3S2.

Structure (XYZ):
```
20
Properties=species:S:1:pos:R:3
H 1.0324 -2.8652 0.0425
C -1.1366 -0.5752 1.1510
O -2.6158 1.3122 1.3655
C 0.3878 -2.2101 0.6343
N 0.3820 0.2967 -1.9845
C -1.9235 0.5511 0.6915
H 0.3225 2.8564 -1.0715
S -0.8343 -0.3694 -1.3993
O -1.8861 0.6099 -0.6566
H 1.9372 0.2087 -0.5144
C 0.2588 -2.2701 1.9980
H 0.8909 -2.9908 2.5811
C 0.8329 2.1674 -0.4813
C 1.3863 0.9806 -1.2295
H 2.1828 1.1655 -2.0318
O -1.5753 -1.0254 -2.4026
H 1.4743 2.8427 0.1740
S -0.7825 -1.2153 2.7597
C -0.4953 -1.2190 0.1446
H 0.1613 1.7494 0.2294
```

The SMILES is CCN=[S@]1(=O)OC(=O)c2sccc21. The LUMO energy comes out at -0.03149 Eh. The gap between HOMO and LUMO is 0.330 Eh. The highest occupied orbital energy is -9.839 eV.

Results of the Mulliken charge analysis, in e, for atoms 1 through 8: H 0.42; C 0.46; O -0.58; C -0.62; N -0.39; C 0.42; H 0.32; S 0.96

The following is a DFT calculation (ωB97M-V/def2-TZVPD) of an isolated molecule of C7H7NO4.

Structure (XYZ):
```
19
Properties=species:S:1:pos:R:3
H 0.3480 -2.5844 0.1208
C -1.6649 -1.2035 0.1459
C 2.0452 -0.5846 -0.5654
H 3.7290 -0.3674 0.3812
C -0.2459 -1.4095 -0.0151
C 0.0763 0.8898 -0.5529
C -2.2184 0.0497 -0.0238
H -3.2439 -1.8287 0.6159
O -2.3548 -2.3087 0.4074
H -1.5426 3.1124 -0.4946
C -1.3076 1.0993 -0.3214
O 2.4044 0.6922 1.4720
O -1.9302 2.3215 -0.4458
O 2.5587 -1.3403 -1.3059
H -3.2457 0.0671 0.2769
C 0.6185 -0.3123 -0.3690
H 0.6013 1.9031 -0.7043
H 2.4676 1.5624 1.1868
N 2.9050 0.2418 0.1913
```

The SMILES is O=C(NO)c1cc(O)cc(O)c1. The LUMO energy comes out at 0.01772 Eh. The gap between HOMO and LUMO is 0.332 Eh. The highest occupied orbital energy is -8.564 eV.

Results of the Mulliken charge analysis, in e, for atoms 1 through 8: H 0.12; C 0.97; C -0.07; H 0.28; C -0.65; C -0.67; C -0.69; H 0.31

The following is a DFT calculation (ωB97M-V/def2-TZVPD) of C7H7NO5Pb as an isolated structure.

Structure (XYZ):
```
21
Properties=species:S:1:pos:R:3
O 4.0714 -4.3631 -0.7518
N -0.9209 1.4722 1.0306
H 0.4208 1.0850 2.6199
O -0.5354 -1.2196 -3.9229
H -2.0476 3.1487 1.6327
H -0.6602 0.9965 -1.0204
C -1.7232 2.6519 0.7290
O -1.1809 -3.7526 -0.2964
Pb 1.1794 -1.7343 -0.9852
H -1.0667 0.0958 2.6304
O 3.0436 0.6407 -2.0041
O 0.2259 -0.2817 0.4176
C -0.3543 -2.9424 -0.5949
H -1.1197 3.3411 0.1289
C -0.4944 0.7988 0.0538
C -0.6551 1.0871 2.4467
C 0.0348 -1.3572 -2.8587
H -2.5986 2.3418 0.1496
C 3.2303 -3.5987 -0.8648
C 2.2771 -0.2096 -1.6583
H -1.1263 1.8000 3.1183
```

The LUMO energy comes out at -0.36608 Eh. The gap between HOMO and LUMO is 0.235 Eh. As for the total charge: +2. The highest occupied orbital energy is -16.351 eV.

Results of the Mulliken charge analysis, in e, for atoms 1 through 8: O -0.08; N 0.11; H 0.31; O -0.13; H 0.27; H 0.43; C -0.76; O -0.14

The following is a DFT calculation (ωB97M-V/def2-TZVPD) of C7H7NOS as an isolated structure.

Structure (XYZ):
```
17
Properties=species:S:1:pos:R:3
H -1.1955 -1.6551 0.4583
C -0.1410 1.9802 -1.6631
H -0.1302 -1.9820 2.3759
H 0.0323 -0.1045 2.4400
C -0.3140 -0.9073 0.5356
O 1.3682 -0.3907 -2.8488
S -1.0475 2.8040 -0.3681
H 0.3229 2.4057 -2.5384
H 1.5650 -1.9581 -0.7199
C -0.6594 0.4091 0.0745
H 1.3582 -1.2570 1.9914
C 0.2835 -1.1112 1.9427
C 0.8799 -0.3936 -1.7414
C -1.1766 1.4632 0.6401
N 0.7003 -1.4417 -0.9053
C -0.0357 0.7347 -1.2224
H -1.8104 1.4041 1.5489
```

The LUMO energy comes out at 0.02574 Eh. The gap between HOMO and LUMO is 0.363 Eh. The highest occupied orbital energy is -9.186 eV.

Results of the Mulliken charge analysis, in e, for atoms 1 through 8: H 0.20; C -0.23; H 0.31; H 0.29; C 0.47; O -0.60; S -0.21; H 0.48

The following is a DFT calculation (ωB97M-V/def2-TZVPD) of an isolated ion of composition C7H7O2 and charge +1.

Structure (XYZ):
```
16
Properties=species:S:1:pos:R:3
H 2.8907 0.3088 0.9233
C -3.2640 1.2306 0.0047
O -4.6717 -0.7475 0.0594
O 1.1022 0.2698 -0.0206
H 0.2535 -1.5985 -0.1163
C -2.2673 -0.9264 -0.0570
H -1.3732 2.2989 -0.0302
H 2.5271 -1.2528 0.1119
C -1.2566 -0.0127 -0.0750
H 2.9663 0.2088 -0.8368
C 0.1216 -0.5176 -0.0805
C 2.4436 -0.1671 0.0468
C -3.6034 -0.2156 0.0075
H -4.0118 2.0011 0.0383
H -2.2074 -2.0020 -0.0766
C -1.9480 1.3924 -0.0372
```

The LUMO energy comes out at -0.23839 Eh. The gap between HOMO and LUMO is 0.286 Eh. As for the total charge: +1. The highest occupied orbital energy is -14.281 eV.

Results of the Mulliken charge analysis, in e, for atoms 1 through 8: H 0.26; C -0.37; O -0.42; O -0.14; H 0.34; C -0.43; H 0.47; H 0.37

The following is a DFT calculation (ωB97M-V/def2-TZVPD) of C7H7O6SSm as an isolated structure.

Structure (XYZ):
```
22
Properties=species:S:1:pos:R:3
O 1.1534 1.6592 2.7394
O 1.1337 3.3144 -5.8585
H 1.1672 0.6957 -2.5350
O -2.3442 0.8892 -1.2886
H -0.7791 -2.3454 2.7876
H -2.2143 -1.3517 2.9470
H -1.2496 -2.6557 0.4790
C 1.1254 3.1900 -4.7277
O -1.5364 0.7779 1.3328
H -0.6740 -0.8278 3.6282
O 1.3190 -2.0683 -0.5421
O 4.6332 0.9050 -1.0172
H -1.4009 -1.4662 -0.8391
C -1.1377 -1.3375 2.8026
C 1.1891 1.5757 1.6041
C -1.6111 -1.6555 0.2095
C -1.2208 1.0201 -1.0028
Sm 1.1458 1.6710 -0.9489
C 3.4934 1.0362 -0.8668
C 1.2355 -0.9300 -0.5798
H -2.6872 -1.5915 0.4039
S -0.7402 -0.5048 1.2723
```

Its spin multiplicity is 6. The LUMO energy (spin up / spin down) comes out at -0.36264 / -0.34585 Eh. The gap between HOMO and LUMO (spin up / spin down) is 0.259 / 0.276 Eh. As for the total charge: +2. The highest occupied orbital energy (spin up / spin down) is -16.910 / -16.914 eV.

Results of the Mulliken charge analysis, in e, for atoms 1 through 8: O -0.02; O -0.09; H 0.13; O -0.06; H 0.44; H 0.41; H 0.47; C 0.11

The following is a DFT calculation (ωB97M-V/def2-TZVPD) of an isolated molecule of C7H8.

Structure (XYZ):
```
15
Properties=species:S:1:pos:R:3
H -2.2927 -1.0485 2.5152
C 0.1529 0.1356 -0.0195
H 1.9664 -0.6853 0.8968
C -0.2670 1.4354 -0.7311
C -0.1500 -1.0461 -0.8638
H -1.3201 1.3954 -1.0194
H -1.0990 -2.9361 -1.6852
C 1.6370 0.2195 0.3799
C -0.7325 -0.1450 1.1374
H -0.1138 2.2913 -0.0654
C -1.5505 -0.5864 1.9029
H 0.3397 1.5800 -1.6314
C -0.6212 -2.0450 -1.3439
H 1.7957 1.0781 1.0415
H 2.2550 0.3571 -0.5141
```

The SMILES is C#CC(C)(C)C#C. The LUMO energy comes out at 0.03346 Eh. The gap between HOMO and LUMO is 0.387 Eh. The highest occupied orbital energy is -9.612 eV.

Results of the Mulliken charge analysis, in e, for atoms 1 through 8: H 0.43; C 2.05; H 0.37; C -1.41; C -1.11; H 0.37; H 0.43; C -1.41

The following is a DFT calculation (ωB97M-V/def2-TZVPD) of an isolated molecule of C7H8.

Structure (XYZ):
```
15
Properties=species:S:1:pos:R:3
C -0.1790 -0.3018 0.1198
H -1.3109 1.3123 0.7698
H 0.6290 -0.6084 -1.9961
H 1.7954 1.5418 1.4112
C 2.1977 0.8588 0.6504
H 2.5572 1.5158 -0.1807
C 1.0919 0.0164 0.1533
H 0.7250 -2.0567 -1.0295
H 3.1174 0.3154 0.8966
C 0.7084 -0.9331 -0.9010
H -1.6814 -0.1585 1.6518
C -1.5753 0.1801 0.6028
H -4.7295 -0.9132 -0.8220
C -2.8937 -0.0599 -0.0139
C -3.9339 -0.3196 -0.5018
```

The SMILES is C#CCC1=C(C)C1. The LUMO energy comes out at 0.03062 Eh. The gap between HOMO and LUMO is 0.346 Eh. The highest occupied orbital energy is -8.575 eV.

Results of the Mulliken charge analysis, in e, for atoms 1 through 8: C 0.37; H 0.27; H 0.14; H 0.26; C -1.04; H 0.28; C 0.12; H 0.19

The following is a DFT calculation (ωB97M-V/def2-TZVPD) of an isolated molecule of C7H8.

Structure (XYZ):
```
15
Properties=species:S:1:pos:R:3
H 2.1103 1.9022 -1.2434
H 2.6481 2.7705 0.2545
H -1.5531 -2.9080 0.5496
C -2.1150 -2.1640 -0.0184
H -2.6398 -1.5294 0.6908
C 1.9965 2.0139 -0.1720
H 0.0744 2.4784 1.0837
H -2.8514 -2.6840 -0.6282
C 0.6426 1.8392 0.4417
C -0.3561 -0.4611 -0.3979
H 2.2273 0.4426 1.5391
C 1.7250 0.8063 0.6680
C -1.1747 -1.3613 -0.8729
H -1.1814 -1.5821 -1.9330
C 0.4474 0.4368 0.0385
```

The SMILES is CC=C=C1[C@H]2C[C@@H]12. The LUMO energy comes out at 0.04046 Eh. The gap between HOMO and LUMO is 0.353 Eh. The highest occupied orbital energy is -8.498 eV.

Results of the Mulliken charge analysis, in e, for atoms 1 through 8: H 0.17; H 0.29; H 0.26; C -0.95; H 0.30; C -0.50; H 0.31; H 0.30

The following is a DFT calculation (ωB97M-V/def2-TZVPD) of an isolated molecule of C7H8.

Structure (XYZ):
```
15
Properties=species:S:1:pos:R:3
H -1.4770 -1.6780 -0.7644
C -1.1505 0.0554 1.3783
C 0.2866 1.2824 -0.3507
C 1.5787 1.2490 -0.5040
H -1.9683 -0.0447 -1.2730
H -1.5283 -0.9260 1.6828
C 1.0186 -0.7655 0.2894
H -2.0058 0.7106 1.1849
C -1.1109 -0.6842 -1.0413
C -0.3076 -0.0625 0.1071
C 2.1648 -0.3659 -0.0285
H 2.3873 1.9265 -0.8217
H -0.5725 0.4810 2.2035
H -0.4911 -0.7689 -1.9381
H 3.1982 -0.6029 -0.0891
```

The LUMO energy (spin up / spin down) comes out at -0.00596 / -0.03443 Eh. The gap between HOMO and LUMO (spin up / spin down) is 0.335 / 0.264 Eh. The highest occupied orbital energy (spin up / spin down) is -9.288 / -8.133 eV.

Results of the Mulliken charge analysis, in e, for atoms 1 through 8: H 0.37; C -1.53; C -0.76; C -0.28; H 0.36; H 0.38; C -0.93; H 0.38

Max |F| (computed, eV/A): 2.35 3.48 4.03 6.22 16.49 4.85 2.36 7.44 0.60 3.86 1.00 4.92